{
  "formula": "C18H10FN7O2",
  "method": "ωB97M-V with the def2-TZVPD basis set",
  "elements": ["N", "C", "C", "C", "N", "C", "C", "O", "C", "C", "C", "C", "O", "N", "C", "C", "C", "C", "F", "C", "N", "C", "N", "C", "N", "N", "C", "C", "H", "H", "H", "H", "H", "H", "H", "H", "H", "H"],
  "xyz": [[5.91570, 0.30249, -3.05044], [4.95352, 0.27685, -3.63448], [3.59027, 0.37912, -4.00054], [3.31495, 1.29756, -4.99641], [2.09659, 1.51388, -5.31573], [1.07765, 0.68625, -4.88245], [1.29484, -0.25310, -3.90810], [0.24692, -1.03689, -3.34712], [0.11381, -1.35998, -1.94778], [0.08190, -0.43142, -0.84479], [-0.26279, -0.78147, 0.45474], [-0.34141, 0.27542, 1.53835], [0.64938, 0.99498, 1.68004], [-1.55637, 0.44898, 2.20251], [-1.76804, 1.32750, 3.24072], [-1.00405, 2.49281, 3.57263], [-1.46956, 3.23622, 4.67838], [-2.60802, 2.82598, 5.37997], [-2.91285, 3.58634, 6.44921], [-3.27996, 1.61618, 5.07536], [-2.86649, 0.95237, 3.96189], [-0.71733, -2.21387, 0.63720], [-1.22451, -2.84485, 1.66457], [-1.53321, -4.14823, 1.19459], [-1.16123, -4.27801, -0.10313], [-0.61175, -3.08414, -0.43963], [-0.22636, -2.72883, -1.69558], [2.60867, -0.58257, -3.54359], [4.06023, 1.88757, -5.51043], [0.16789, 0.62890, -5.51913], [0.25643, 0.64548, -1.14050], [-2.12981, -0.35454, 2.17750], [-0.15172, 2.93095, 2.94860], [-0.89865, 4.19534, 5.02602], [-4.15115, 1.39072, 5.70258], [-1.97148, -4.93666, 1.73380], [-0.31934, -3.40503, -2.54320], [2.73730, -1.45233, -2.89564]],
  "forces_ev_per_angstrom": [[3.17, -0.07, 1.18], [-2.26, -0.31, -0.08], [-0.14, -3.10, -0.13], [0.04, 0.31, 1.31], [-3.99, -1.15, -1.82], [0.67, 1.02, -1.31], [0.33, -1.87, 1.91], [-0.01, 0.47, 0.61], [-0.44, -2.59, 0.10], [0.13, 1.18, -0.65], [-1.21, -2.38, -1.04], [1.04, 1.21, -0.09], [-1.53, -0.70, 0.03], [2.69, -0.20, -1.62], [-1.24, 1.17, 2.40], [-0.17, 0.56, -0.48], [0.85, 0.76, -0.20], [1.09, -0.74, -0.22], [-0.59, -0.29, 0.08], [1.61, 2.13, -1.27], [0.19, 0.33, 0.95], [1.13, 1.71, -0.44], [-1.11, -1.78, 0.50], [2.50, 4.07, -2.91], [-0.31, -0.55, 1.30], [-0.79, 0.10, 0.47], [0.61, 3.13, -1.31], [0.24, 2.77, -0.33], [0.33, 0.12, 0.39], [0.38, 0.76, 1.02], [-0.02, -1.26, 0.77], [-1.02, -0.75, 0.18], [-1.34, -1.24, 1.03], [-1.29, -1.97, -0.74], [0.30, -0.63, -0.70], [-0.42, -0.59, 0.63], [0.04, -0.17, 0.58], [0.56, 0.54, -0.07]],
  "e_lumo_ev": -0.790,
  "total_charge": 0,
  "homo_ev": -8.9,
  "relative_energy_kcal_mol": 0.0
}

{
  "formula": "CH6N4",
  "method": "ωB97M-V with the def2-TZVPD basis set",
  "elements": ["C", "N", "N", "N", "N", "H", "H", "H", "H", "H", "H"],
  "xyz": [[-2.01993, 0.26395, -0.06381], [1.35127, -0.35634, -0.72528], [2.44169, -0.20550, 0.11392], [0.19566, -0.22219, -0.12957], [-0.91091, -0.35907, -0.72910], [0.47086, 0.72360, 0.34478], [3.19666, -0.79117, -0.21756], [2.25697, -0.32782, 1.11136], [-2.53355, 0.92542, -0.76676], [-1.71609, 0.85291, 0.81499], [-2.73263, -0.50380, 0.24702]],
  "forces_ev_per_angstrom": [[-0.02, 0.18, 0.18], [0.80, -2.45, -1.77], [-0.43, 0.57, 0.42], [2.92, 4.05, 1.38], [-1.07, -0.83, -0.87], [-1.91, -1.38, 0.82], [-0.20, 0.05, 0.09], [0.04, -0.20, -0.31], [0.00, -0.02, 0.06], [-0.08, -0.05, -0.06], [-0.05, 0.07, 0.06]],
  "e_lumo_ev": [0.856, 0.920],
  "total_charge": 0,
  "homo_ev": [-7.7, -7.7],
  "relative_energy_kcal_mol": 95.2
}

{
  "formula": "C23H27N3O6S2",
  "method": "ωB97M-V with the def2-TZVPD basis set",
  "elements": ["C", "C", "C", "C", "N", "S", "O", "O", "C", "C", "C", "C", "S", "O", "O", "N", "C", "C", "O", "N", "C", "C", "C", "C", "C", "C", "C", "C", "C", "C", "C", "O", "C", "C", "H", "H", "H", "H", "H", "H", "H", "H", "H", "H", "H", "H", "H", "H", "H", "H", "H", "H", "H", "H", "H", "H", "H", "H", "H", "H", "H"],
  "xyz": [[4.35810, 0.42263, 1.64598], [4.24766, -1.08804, 1.47879], [3.63062, -1.78290, 2.69926], [4.54320, -1.77075, 3.92150], [3.26063, -3.13973, 2.32584], [1.97145, -3.82510, 3.12658], [1.84296, -3.32722, 4.46567], [2.05579, -5.23614, 2.90927], [0.65296, -3.13057, 2.12961], [-0.06096, -2.04623, 2.60162], [-0.99262, -1.44072, 1.77163], [-1.18448, -1.94648, 0.50003], [-2.35601, -1.14143, -0.58482], [-3.44475, -2.02128, -0.87669], [-2.70143, 0.13954, -0.01947], [-1.48287, -0.99939, -2.00014], [-2.25280, -0.86346, -3.21901], [-2.50749, 0.59012, -3.65651], [-2.25832, 0.94948, -4.78835], [-3.02065, 1.35515, -2.67017], [-3.28153, 2.73057, -2.67475], [-3.20845, 3.51781, -3.81855], [-3.48203, 4.87179, -3.73404], [-3.82879, 5.45002, -2.52520], [-3.90293, 4.66369, -1.38617], [-3.63248, 3.31118, -1.45717], [-0.16081, -0.38340, -1.96114], [-0.02918, 0.70087, -0.94583], [0.64428, 0.73870, 0.24151], [0.38786, 2.01502, 0.79823], [-0.41929, 2.65235, -0.09192], [-0.66665, 1.86917, -1.14925], [-0.49978, -3.05752, 0.04097], [0.44118, -3.65168, 0.86648], [4.72391, 0.87284, 0.72661], [5.04773, 0.67779, 2.44555], [3.38746, 0.85566, 1.87483], [3.62182, -1.31318, 0.61233], [5.23630, -1.51125, 1.29140], [2.68559, -1.29042, 2.95245], [4.74745, -0.75248, 4.23863], [5.48637, -2.26429, 3.69377], [4.05366, -2.29761, 4.73666], [4.04106, -3.77473, 2.25608], [0.12146, -1.69742, 3.60602], [-1.56028, -0.57745, 2.08035], [-1.73416, -1.37654, -4.03537], [-3.20707, -1.36356, -3.03838], [-3.11790, 0.93387, -1.75107], [-2.93686, 3.07007, -4.75957], [-3.42394, 5.47927, -4.62507], [-4.04142, 6.50717, -2.46891], [-4.17374, 5.10697, -0.43884], [-3.68285, 2.69012, -0.57396], [0.58154, -1.15855, -1.73600], [0.04271, 0.02132, -2.95661], [1.24913, -0.04116, 0.65783], [0.75285, 2.39804, 1.72876], [-0.86605, 3.62650, -0.09255], [-0.70860, -3.43365, -0.94779], [1.01143, -4.51334, 0.55903]],
  "forces_ev_per_angstrom": [[0.11, -0.26, -0.05], [-0.31, 0.09, 0.20], [0.20, 0.41, -0.04], [-0.32, 0.05, -0.07], [-0.59, -0.55, 0.33], [0.37, 0.15, -0.40], [-0.15, 0.24, -0.19], [0.00, -0.05, -0.26], [0.28, -0.06, 0.37], [-0.11, -0.02, 0.10], [-0.14, 0.01, 0.00], [-0.28, 0.32, -0.24], [0.28, -0.32, -0.16], [-0.07, -0.29, -0.07], [0.21, -0.04, 0.21], [-0.48, -0.19, 0.86], [-0.30, -0.13, -0.36], [0.09, -0.40, 0.15], [0.04, 0.03, -0.22], [-0.28, -0.03, 0.24], [-0.03, 0.25, -0.12], [0.07, -0.12, -0.17], [-0.03, 0.06, 0.13], [-0.01, 0.15, -0.02], [-0.01, 0.00, 0.02], [0.04, -0.06, -0.04], [0.28, 0.33, 0.26], [0.88, -0.40, 0.49], [-0.16, -0.03, -0.76], [-0.28, 0.34, -0.19], [0.35, 0.14, 0.77], [-0.13, -0.02, -0.50], [0.11, -0.16, 0.06], [-0.11, -0.07, -0.16], [0.02, 0.11, -0.04], [0.06, 0.12, 0.09], [-0.12, 0.11, 0.03], [0.03, -0.05, -0.03], [0.05, -0.10, -0.07], [0.10, 0.19, -0.03], [0.09, 0.10, 0.06], [0.14, -0.04, -0.04], [0.07, 0.01, 0.10], [0.05, -0.35, 0.02], [-0.03, 0.11, 0.09], [0.02, 0.12, 0.10], [-0.11, 0.15, 0.10], [0.02, 0.01, -0.25], [0.05, 0.11, -0.21], [0.00, -0.03, -0.02], [0.01, 0.04, -0.08], [-0.02, 0.08, 0.01], [-0.03, 0.02, 0.08], [-0.02, -0.06, 0.11], [0.01, 0.23, -0.07], [-0.02, -0.12, 0.03], [0.12, -0.24, 0.04], [0.04, 0.17, 0.19], [-0.11, 0.13, -0.10], [0.06, -0.11, -0.14], [0.03, -0.10, -0.16]],
  "e_lumo_ev": -0.377,
  "total_charge": 0,
  "homo_ev": -8.5,
  "relative_energy_kcal_mol": 34.5
}

{
  "formula": "C19H28BF4O2Zn",
  "method": "ωB97M-V with the def2-TZVPD basis set",
  "elements": ["O", "C", "C", "H", "H", "C", "H", "H", "C", "H", "H", "H", "C", "H", "H", "H", "Zn", "C", "C", "C", "H", "C", "C", "H", "H", "H", "H", "C", "C", "C", "H", "C", "C", "H", "H", "H", "H", "O", "C", "C", "H", "H", "C", "H", "H", "C", "H", "H", "H", "H", "F", "B", "F", "F", "F"],
  "xyz": [[1.53467, 1.62940, -0.23481], [1.88699, 0.95266, -1.47042], [3.26590, 0.55415, -0.97028], [1.88968, 1.63700, -2.32449], [1.17721, 0.14157, -1.67227], [2.75846, 1.11659, 0.37871], [4.01961, 1.17232, -1.45199], [3.47512, -0.49856, -0.97376], [3.57763, 2.29800, 0.88616], [3.62343, 3.12914, 0.15907], [4.61673, 1.97917, 1.06728], [3.14070, 2.69074, 1.81449], [2.44334, 0.07533, 1.47321], [2.50663, -0.96337, 1.12688], [1.42714, 0.22303, 1.89000], [3.14677, 0.15602, 2.31367], [-2.57049, -2.04044, 0.09479], [-0.47063, -4.60995, -0.26019], [-1.53822, -4.05239, -0.98365], [-1.22794, -2.66287, -1.30369], [-2.43049, -4.55865, -1.31309], [0.08386, -2.41732, -0.70163], [0.56125, -3.61756, -0.15533], [1.55756, -3.78383, 0.29095], [-0.41984, -5.60803, 0.16003], [-1.71168, -2.06914, -2.08782], [0.60573, -1.47014, -0.69505], [-2.89517, -2.25834, 2.62307], [-1.65161, -2.43373, 3.24564], [-0.81873, -1.33775, 2.88881], [-1.35160, -3.24698, 3.89846], [-1.52815, -0.49079, 2.02272], [-2.88055, -1.02827, 1.84992], [-3.76586, -0.50547, 1.46885], [-3.77566, -2.86133, 2.78466], [0.16210, -1.15183, 3.32967], [-1.12876, 0.40991, 1.56768], [-0.06188, 3.34469, -1.21897], [0.95305, 4.38164, -1.03990], [0.77193, 5.53670, -2.06276], [1.94490, 3.92897, -1.19362], [0.90073, 4.64844, 0.02478], [-0.45912, 5.10364, -2.89740], [1.65094, 5.56871, -2.71993], [0.66540, 6.54941, -1.65373], [-1.01053, 3.85283, -2.17355], [-0.13918, 4.84652, -3.91357], [-1.22080, 5.89303, -2.92515], [-1.25610, 2.98375, -2.79984], [-1.93243, 4.15160, -1.64528], [-3.99032, -3.76288, 0.45203], [-3.61470, -5.12714, 1.13540], [-4.65343, -5.48899, 1.98700], [-3.43951, -6.02805, 0.08649], [-2.40406, -4.88116, 1.82175]],
  "forces_ev_per_angstrom": [[0.85, -0.92, -0.16], [-0.95, 0.24, -0.27], [-0.77, 0.49, 0.28], [-0.12, 0.05, 0.06], [0.25, 0.11, -0.05], [0.17, 0.36, 0.32], [0.35, -0.24, 0.19], [0.33, -0.40, -0.13], [0.22, 0.08, 0.22], [-0.17, -0.49, 0.15], [-0.30, 0.05, 0.16], [0.17, -0.07, -0.14], [-0.04, 0.13, 0.30], [-0.17, 0.26, -0.15], [0.52, 0.06, -0.39], [-0.04, 0.06, -0.19], [0.70, -1.16, 1.23], [-0.34, 0.89, -1.07], [1.08, -0.46, -0.19], [0.09, -0.05, 0.86], [0.06, -0.07, 0.12], [0.37, -0.75, -0.26], [-0.59, 0.65, -0.14], [-0.77, 0.28, -0.08], [-0.17, 0.19, -0.14], [0.51, -0.32, -0.18], [-0.05, -0.11, -0.05], [0.36, 0.26, 0.99], [-0.90, 0.60, -0.47], [-0.73, 0.66, -0.37], [-0.22, 0.05, -0.24], [0.29, -0.08, 0.63], [0.72, -0.38, -0.39], [0.25, 0.12, 0.57], [0.14, -0.11, -0.16], [-0.15, -0.11, -0.52], [-0.17, -0.04, 0.05], [0.44, 2.12, -1.28], [0.16, -0.62, 0.58], [-0.14, -0.56, -0.20], [-0.41, -0.08, 0.09], [0.05, 0.39, -0.32], [0.19, -0.45, 0.10], [-0.16, 0.03, 0.22], [-0.11, -0.44, 0.25], [-0.48, -0.31, 0.55], [-0.22, 0.18, 0.13], [0.19, -0.26, -0.19], [-0.02, 0.49, -0.22], [0.17, -0.21, -0.01], [0.00, -0.86, 0.45], [0.61, 0.86, -0.23], [0.35, 0.31, -0.38], [-0.26, 0.11, 0.41], [-1.18, -0.58, -0.35]],
  "e_lumo_ev": 2.296,
  "total_charge": -1,
  "homo_ev": -4.1
}